# 1
Density functional theory data (ωB97M-V/def2-TZVPD) for a structure of composition C3H9NS.

M ... 91.18 g/mol
DFT total energy ... -572.45687 Ha
Energy relative to the best compared isomer or geometry (same formula, charge and spin) ... 4.986 eV
Highest occupied orbital energy ... -0.332 Ha
Kohn-Sham gap ... 9.777 eV

Structure (ORCA input):
```
! RIJCOSX wB97M-V def2-TZVPD def2/J DEFGRID3
* xyz 0 1
C -1.4022 -0.2347 0.7426
C -0.6582 1.1015 0.2142
C 0.8728 0.9089 -0.3223
H -2.3548 0.1017 -1.3403
H -3.2499 -1.0496 -0.0920
H -0.4307 -0.8817 0.8525
H -2.2736 -0.0721 1.6056
H -0.8266 1.9969 1.0654
H -1.4240 1.5089 -0.7353
H 1.3700 1.8928 -0.3279
H 0.4406 0.8500 -1.4876
H 0.8985 -1.3345 -0.4560
N -2.0355 -0.7728 -0.5909
S 1.8265 -0.5160 0.0778
*
```

***

# 2
Density functional theory data (ωB97M-V/def2-TZVPD) for a structure of composition C38H41GeMnN4O3S.

M ... 761.39 g/mol
DFT total energy ... -5543.33657 Ha
Energy relative to the best compared isomer or geometry (same formula, charge and spin) ... 0.436 eV
Highest occupied orbital energy (spin up / spin down) ... -0.329 / -0.384 Ha
Kohn-Sham gap (spin up / spin down) ... 5.695 / 7.623 eV

Structure (ORCA input):
```
! RIJCOSX wB97M-V def2-TZVPD def2/J DEFGRID3
* xyz 1 6
Mn 0.1827 1.6665 -0.5543
C 1.0181 5.7691 -0.3438
C 0.6830 4.4634 -1.0042
O 0.5713 3.4627 -0.1875
C 0.4950 4.3954 -2.3642
C 0.1263 3.2290 -3.0751
C -0.0965 3.3152 -4.5526
N -0.0181 2.0771 -2.4644
N -0.4186 0.9846 -3.2397
C -0.4873 -0.0679 -2.4949
O -0.1880 -0.0367 -1.2029
C -0.9357 -1.3588 -3.0538
C -1.0338 -1.5350 -4.4338
C -1.4620 -2.7478 -4.9449
C -1.8015 -3.7862 -4.0862
C -1.7133 -3.6093 -2.7131
C -1.2799 -2.3987 -2.1946
H 1.4466 5.5882 0.6390
H 0.1088 6.3612 -0.2230
H 1.7123 6.3486 -0.9501
H 0.6199 5.3022 -2.9361
H 0.0274 4.3365 -4.9001
H -1.0936 2.9548 -4.8036
H 0.6068 2.6626 -5.0712
H -0.7678 -0.7199 -5.0929
H -1.5307 -2.8870 -6.0158
H -2.1366 -4.7330 -4.4897
H -1.9822 -4.4141 -2.0400
H -1.2103 -2.2566 -1.1238
C 2.0916 -3.6158 -0.7546
Ge 1.5088 -2.1762 0.4568
C 2.8095 -1.8059 1.8647
C 4.1566 -1.6321 1.5423
C 5.0896 -1.3144 2.5170
C 4.6868 -1.1503 3.8357
C 3.3497 -1.3125 4.1725
C 2.4196 -1.6362 3.1947
C -0.2094 -2.6715 1.2800
C -0.5799 -3.9936 1.2312
C -1.7530 -4.4676 1.8571
C -2.5444 -3.6104 2.5599
C -2.2061 -2.2382 2.6583
C -2.9900 -1.3524 3.4369
C -2.6458 -0.0378 3.5687
C -1.5188 0.4599 2.8843
C -0.7585 -0.3679 2.1080
C -1.0479 -1.7540 1.9920
H 2.6165 -4.3899 -0.1914
H 2.7678 -3.2340 -1.5187
H 1.2302 -4.0548 -1.2564
H 4.4887 -1.7566 0.5152
H 6.1334 -1.1985 2.2507
H 5.4141 -0.9074 4.6000
H 3.0319 -1.1977 5.2014
H 1.3805 -1.7688 3.4766
H 0.0403 -4.7116 0.7045
H -2.0051 -5.5183 1.7920
H -3.4342 -3.9662 3.0656
H -3.8597 -1.7484 3.9486
H -3.2341 0.6216 4.1955
H -1.2610 1.5095 2.9628
H 0.0813 0.0580 1.5621
O -1.7289 1.8766 0.0552
S -3.0657 2.3324 -0.5154
C -3.7496 0.8101 -1.2111
C -4.1847 -0.0104 -0.0065
C -4.9679 0.9632 0.8699
C -4.1626 2.2648 0.9384
H -2.9615 0.3723 -1.8232
H -4.5869 1.0901 -1.8556
H -3.3065 -0.3892 0.5196
H -4.7897 -0.8635 -0.3133
H -5.1347 0.5714 1.8726
H -5.9447 1.1571 0.4226
H -3.4582 2.2759 1.7693
H -4.7672 3.1693 0.9712
N 2.9319 0.9703 -1.7110
C 3.1171 1.2943 -0.3969
C 4.3870 1.6336 0.0932
C 4.5335 1.9059 1.4294
C 3.4227 1.8339 2.2737
C 2.2115 1.5318 1.7175
N 2.0360 1.2906 0.3991
H 3.7552 0.8292 -2.2706
H 2.1567 0.3676 -1.9422
H 5.2299 1.6490 -0.5844
H 5.5090 2.1542 1.8269
H 3.5026 2.0052 3.3366
H 1.3249 1.4883 2.3387
*
```

***

- Among the records above, which one has the highest M?
  C38H41GeMnN4O3S

***

Repeat the first record exactly.
Density functional theory data (ωB97M-V/def2-TZVPD) for a structure of composition C3H9NS.

M ... 91.18 g/mol
DFT total energy ... -572.45687 Ha
Energy relative to the best compared isomer or geometry (same formula, charge and spin) ... 4.986 eV
Highest occupied orbital energy ... -0.332 Ha
Kohn-Sham gap ... 9.777 eV

Structure (ORCA input):
```
! RIJCOSX wB97M-V def2-TZVPD def2/J DEFGRID3
* xyz 0 1
C -1.4022 -0.2347 0.7426
C -0.6582 1.1015 0.2142
C 0.8728 0.9089 -0.3223
H -2.3548 0.1017 -1.3403
H -3.2499 -1.0496 -0.0920
H -0.4307 -0.8817 0.8525
H -2.2736 -0.0721 1.6056
H -0.8266 1.9969 1.0654
H -1.4240 1.5089 -0.7353
H 1.3700 1.8928 -0.3279
H 0.4406 0.8500 -1.4876
H 0.8985 -1.3345 -0.4560
N -2.0355 -0.7728 -0.5909
S 1.8265 -0.5160 0.0778
*
```

***

- What is the formula in the second record?
  C38H41GeMnN4O3S